DFT (wB97M-V/def2-TZVPD) results for a structure of composition C35H21Cl6F11GeN5O4STi.

As for the total charge: -1. The gap between HOMO and LUMO comes out at 6.61 eV.

Atoms and positions in Å:
Ti -0.7144 -0.9520 -0.5840
O 1.5934 -0.5156 -3.6945
C 1.3937 -0.9555 -2.5772
O 0.2421 -0.8527 -1.9714
C 2.4442 -1.6727 -1.8018
C 3.4097 -2.3738 -2.5232
C 4.3734 -3.1209 -1.8790
C 4.4014 -3.1478 -0.4894
C 3.4789 -2.4283 0.2390
C 2.4757 -1.6898 -0.3961
S 1.3876 -0.7683 0.6140
H 3.3666 -2.3221 -3.6010
H 5.0893 -3.6967 -2.4484
H 5.1427 -3.7413 0.0246
H 3.4886 -2.4436 1.3184
C 8.5655 11.2298 -1.3130
O 8.1881 10.2038 -2.1949
C 7.3522 9.2283 -1.7400
C 6.9137 8.3111 -2.6977
C 6.0562 7.2965 -2.3501
C 5.6172 7.1527 -1.0291
C 6.0561 8.0660 -0.0777
C 6.9099 9.0999 -0.4274
C 4.6868 6.0837 -0.7365
N 3.9799 5.4874 -1.6669
C 3.2227 4.5613 -1.0266
C 3.4852 4.5862 0.3407
N 4.4188 5.5743 0.5097
C 2.8450 3.7046 1.2471
C 3.1200 3.6364 2.6193
C 2.4624 2.7043 3.3826
C 1.5160 1.8863 2.7612
N 1.2081 1.9586 1.4897
C 1.8616 2.8236 0.7128
C 1.5598 2.8150 -0.7045
N 0.6287 1.9694 -1.1753
C 0.4122 1.9333 -2.4752
C 1.0845 2.7234 -3.4131
C 2.0249 3.6098 -2.9564
C 2.2713 3.6660 -1.5818
H 9.1652 11.9199 -1.9030
H 9.1676 10.8517 -0.4816
H 7.6918 11.7567 -0.9191
H 7.2594 8.4282 -3.7123
H 5.6939 6.5922 -3.0806
H 5.7106 7.9986 0.9451
H 7.2137 9.8023 0.3332
H 4.8711 5.8364 1.3690
H 3.8452 4.3052 3.0647
H 2.6440 2.6043 4.4424
H 0.9979 1.1330 3.3323
H -0.3312 1.2311 -2.8225
H 0.8642 2.6220 -4.4635
H 2.5904 4.2642 -3.6028
C -4.5793 -2.4352 -1.3255
C -3.1995 -2.0043 -1.8370
O -2.3886 -1.5831 -0.8346
C -3.3089 -0.8806 -2.9212
F -2.2461 -0.0541 -2.8336
F -3.3348 -1.3096 -4.1883
F -4.3979 -0.1194 -2.7939
C -2.5296 -3.1882 -2.5800
F -2.3212 -4.2412 -1.8074
F -3.2569 -3.6487 -3.6148
F -1.3387 -2.7878 -3.0789
H -5.0560 -1.5863 -0.8400
H -4.4127 -3.2143 -0.5795
H -5.2032 -2.8018 -2.1359
Cl -2.4146 3.4878 0.8827
C -2.3779 2.1758 -0.3558
Cl -3.9677 1.3611 -0.3772
Cl -2.2077 3.0058 -1.9017
C -1.4631 1.0100 -0.2026
N -1.2886 0.3702 0.9022
Cl -0.0403 -3.3285 -0.5476
Ge -1.0631 -2.7942 1.4860
Cl -2.9454 -4.0248 1.2355
Cl 0.0056 -4.4274 2.5979
F -0.8434 -0.2224 3.0139
C -1.6624 0.5508 2.2319
F -1.5530 1.7817 2.8030
C -3.1113 0.0210 2.5145
F -3.4873 -0.8503 1.5754
F -4.0049 1.0089 2.5366
F -3.1895 -0.5963 3.6886

=====

DFT (wB97M-V/def2-TZVPD) results for a structure of composition C35H24BrClF6INO4PRuS2.

The expectation value of S² is 8.780. The gap between HOMO and LUMO (spin up / spin down) comes out at 6.84 / 6.77 eV. As for the spin multiplicity: 6. The calculation puts the energy relative to the best compared isomer or geometry (same formula, charge and spin) at 1.128 eV.

Atoms and positions in Å:
Ru 0.3892 0.1109 -0.0301
F -0.7471 -2.1400 -4.8942
C -0.3355 -0.8801 -5.0149
F -1.3587 -0.0678 -4.7275
F 0.0449 -0.6671 -6.2701
S 1.0659 -0.5827 -3.8384
O 0.4801 -0.7982 -2.5279
O 2.0865 -1.4844 -4.2629
N 1.3775 0.9231 -4.1374
S 1.5109 1.9979 -2.9982
O 0.6401 1.7888 -1.8621
O 2.8588 2.3873 -2.7225
C 0.7328 3.4426 -3.8677
F -0.3651 3.0501 -4.5196
F 1.5787 3.9978 -4.7270
F 0.3844 4.3532 -2.9556
Br -2.8518 0.2745 3.2229
C -2.4843 1.7931 2.1505
C -2.6826 3.0355 2.6878
C -2.6209 4.1637 1.8539
C -2.4863 4.0118 0.5018
C -2.3173 2.7346 -0.0706
C -2.3218 2.5249 -1.4722
C -2.1952 1.2765 -1.9941
C -1.8959 0.1719 -1.1544
C -1.7887 0.3530 0.2148
C -2.1781 1.6033 0.7849
H -2.9169 3.1355 3.7384
H -2.7425 5.1478 2.2867
H -2.5234 4.8720 -0.1560
H -2.4641 3.3781 -2.1248
H -2.2893 1.1151 -3.0590
H -1.8190 -0.8143 -1.5983
I 0.8186 -0.5972 2.9730
C 0.1162 -2.5939 3.1308
C -0.8949 -2.8228 4.0196
C -1.2252 -4.1411 4.3832
C -0.4704 -5.1800 3.9260
C 0.5766 -4.9607 3.0004
C 1.3865 -6.0300 2.5640
C 2.3738 -5.8345 1.6417
C 2.5069 -4.5779 1.0345
C 1.7376 -3.5037 1.4222
P 1.6307 -2.1362 0.1883
C 3.3840 -1.7245 -0.0973
C 3.7036 -0.7863 -1.0777
C 4.9908 -0.2954 -1.2120
C 5.9810 -0.7192 -0.3399
C 5.6721 -1.6193 0.6679
C 4.3829 -2.1125 0.7982
C 0.8862 -3.2444 -1.0638
C -0.4920 -3.3977 -0.9060
C -1.1927 -4.2803 -1.7102
C -0.5161 -5.0060 -2.6820
C 0.8503 -4.8405 -2.8486
C 1.5589 -3.9661 -2.0376
C 0.8225 -3.6466 2.4996
H -1.4220 -1.9926 4.4683
H -2.0416 -4.3120 5.0723
H -0.6507 -6.1934 4.2628
H 1.2039 -7.0161 2.9743
H 3.0087 -6.6520 1.3274
H 3.1872 -4.4644 0.2002
H 2.9424 -0.4155 -1.7298
H 5.1909 0.4478 -1.9719
H 6.9880 -0.3322 -0.4294
H 6.4371 -1.9294 1.3681
H 4.1540 -2.7918 1.6073
H -1.0101 -2.8104 -0.1506
H -2.2616 -4.3955 -1.5826
H -1.0584 -5.7001 -3.3114
H 1.3702 -5.3889 -3.6239
H 2.6238 -3.8286 -2.1760
Cl 0.9095 2.5381 1.3385
C 2.1235 1.5214 0.5702
H 2.8317 1.1633 1.3121
H 2.5847 2.0535 -0.2510

=====

DFT (wB97M-V/def2-TZVPD) results for a structure of composition C35H24Cl6MnN6O6S2.

The expectation value of S² is 8.947. As for the total charge: -2. The gap between HOMO and LUMO (spin up / spin down) comes out at 5.05 / 5.99 eV. As for the spin multiplicity: 6. The calculation puts the energy relative to the best compared isomer or geometry (same formula, charge and spin) at 2.176 eV.

Atoms and positions in Å:
Mn 0.0994 0.4568 -0.2138
C -4.7314 5.5828 -2.8751
C -4.1271 4.5543 -1.9532
C -3.2130 3.6231 -2.4381
C -2.6012 2.7114 -1.5940
C -2.9036 2.7425 -0.2410
C -3.8400 3.6338 0.2610
C -4.4420 4.5390 -0.5969
S -2.2236 1.5447 0.8881
O -3.2846 1.3227 1.8414
O -0.9254 1.8737 1.4508
N -1.8760 0.2352 -0.0030
C -2.8995 -0.5788 -0.5098
C -4.2262 -0.2107 -0.6293
C -5.2066 -1.1139 -1.0866
C -4.9014 -2.3972 -1.4239
C -3.5568 -2.8213 -1.3421
C -3.1508 -4.1377 -1.6533
C -1.8345 -4.4788 -1.5781
C -0.9025 -3.4893 -1.2017
N -1.2421 -2.2688 -0.8900
C -2.5488 -1.9159 -0.9252
H -3.9697 6.3001 -3.1902
H -5.5322 6.1336 -2.3779
H -5.1394 5.1193 -3.7768
H -2.9617 3.6096 -3.4938
H -1.8812 2.0071 -1.9913
H -4.0796 3.6114 1.3170
H -5.1599 5.2545 -0.2064
H -4.5329 0.7848 -0.3528
H -6.2307 -0.7675 -1.1620
H -5.6646 -3.0926 -1.7575
H -3.8993 -4.8667 -1.9457
H -1.4969 -5.4817 -1.8075
H 0.1593 -3.7202 -1.1572
Cl -0.6887 -0.7600 2.9773
C 0.6586 -1.5349 2.2098
C 0.9421 -1.2804 0.8635
C 1.9699 -2.0676 0.3394
Cl 2.3019 -2.0181 -1.3663
C 2.7528 -2.9309 1.1073
Cl 4.0416 -3.8389 0.3918
C 2.4888 -3.0756 2.4637
Cl 3.4940 -4.0761 3.4537
C 1.4050 -2.4028 3.0083
Cl 1.0026 -2.6564 4.6756
S 0.1831 0.3474 -2.6648
C 1.7941 1.0635 -2.7097
N 2.2098 1.4885 -3.8874
N 3.5228 1.9281 -3.9514
C 4.6702 1.3753 -3.4466
C 4.7198 0.0797 -2.9075
C 5.9223 -0.4514 -2.4734
C 7.1110 0.2699 -2.5663
C 7.0685 1.5489 -3.1124
C 5.8719 2.0967 -3.5470
N 2.5809 1.1729 -1.6227
N 2.0539 0.9084 -0.4487
C 2.9428 1.0338 0.6345
C 4.3298 0.9782 0.4633
C 5.1729 1.0548 1.5626
C 4.6622 1.1765 2.8505
C 3.2840 1.2526 3.0193
C 2.4334 1.1914 1.9279
H 3.6259 2.7392 -4.5277
H 3.8081 -0.4952 -2.8266
H 5.9293 -1.4481 -2.0424
H 8.0486 -0.1517 -2.2207
H 7.9776 2.1368 -3.1884
H 5.8499 3.1039 -3.9534
H 4.7300 0.8586 -0.5343
H 6.2466 1.0121 1.4085
H 5.3249 1.2284 3.7069
H 2.8625 1.3721 4.0129
H 1.3666 1.3160 2.0707
O 1.6368 4.2470 0.4763
Cl 0.4727 4.2694 -0.3714
O -0.6687 4.7571 0.3680
O 0.6916 5.1044 -1.5311
O 0.2259 2.8961 -0.8515

=====

DFT (wB97M-V/def2-TZVPD) results for a structure of composition C35H24N3O8RuS4.

The expectation value of S² is 0.755. As for the total charge: -2. The gap between HOMO and LUMO (spin up / spin down) comes out at 5.17 / 5.17 eV. As for the spin multiplicity: 2. The calculation puts the energy relative to the best compared isomer or geometry (same formula, charge and spin) at 0.419 eV.

Atoms and positions in Å:
Ru -0.7150 0.3153 -0.4649
N 0.7460 -1.1364 3.5058
C 1.5961 -0.0673 3.8788
C 2.8836 -0.3022 4.3372
C 3.7012 0.7693 4.6700
C 3.2508 2.0691 4.4965
C 1.9767 2.2990 3.9976
C 1.1300 1.2342 3.7299
S -0.5121 1.4744 3.1451
N -0.6307 0.1562 2.0812
C -0.0554 -0.9332 2.3807
C -0.2181 -2.0593 1.4362
C -0.1537 -3.3795 1.8443
C -0.3489 -4.3774 0.9052
C -0.6026 -4.0117 -0.3992
C -0.6606 -2.6671 -0.7221
N -0.4631 -1.7025 0.1736
H 1.2332 -2.0198 3.4768
H 3.2445 -1.3214 4.4261
H 4.7041 0.5832 5.0334
H 3.9036 2.9056 4.7086
H 1.6384 3.3053 3.7883
H -0.0094 -3.6230 2.8887
H -0.3331 -5.4184 1.2000
H -0.7915 -4.7429 -1.1717
H -0.8546 -2.3486 -1.7353
O -1.1053 2.0960 -1.5118
S -1.9407 2.9414 -0.6110
O -3.0720 3.5464 -1.2597
O -2.2046 2.2075 0.6147
C -0.8658 4.3089 -0.1580
C -1.5030 5.5406 -0.0446
C -0.8115 6.6720 0.3530
C 0.5400 6.5762 0.6422
C 1.1820 5.3545 0.5279
C 0.4991 4.2077 0.1282
S 1.5750 2.7593 -0.0561
O 1.9584 2.7466 -1.4423
O 2.6364 2.9992 0.9010
O 0.7847 1.5825 0.3744
H -2.5562 5.5867 -0.2844
H -1.3285 7.6207 0.4345
H 1.0999 7.4501 0.9542
H 2.2353 5.2627 0.7529
O -2.6017 -0.6970 -3.2511
C -2.9574 -1.0040 -2.1138
O -2.4177 -0.5424 -1.0354
C -4.0394 -2.0540 -1.9289
C -4.7277 -2.3440 -3.1171
C -5.7256 -3.2901 -3.2053
C -6.0516 -4.0017 -2.0476
C -5.3914 -3.7397 -0.8725
C -4.3675 -2.7569 -0.7326
S -3.6901 -2.5914 0.8593
H -4.4325 -1.7764 -3.9897
H -6.2356 -3.4724 -4.1444
H -6.8256 -4.7640 -2.0670
H -5.6420 -4.2896 0.0265
C 4.5736 -1.7425 -0.8187
C 3.7208 -1.2718 0.2033
C 2.4837 -0.7807 -0.1035
C 2.0033 -0.7247 -1.4403
C 0.6962 -0.2469 -1.7866
C 0.3521 -0.1886 -3.1147
C 1.2402 -0.6101 -4.1269
C 2.4749 -1.1010 -3.8176
C 2.8827 -1.1706 -2.4646
C 4.1605 -1.6817 -2.1175
H 5.5561 -2.1298 -0.5730
H 4.0573 -1.2687 1.2342
H 1.8700 -0.3663 0.6817
H -0.6371 0.1547 -3.3928
H 0.9193 -0.5493 -5.1612
H 3.1584 -1.4378 -4.5903
H 4.8107 -2.0204 -2.9182

=====

DFT (wB97M-V/def2-TZVPD) results for a structure of composition C35H25BrCeN4O10S2.

The gap between HOMO and LUMO comes out at 5.07 eV. The calculation puts the energy relative to the best compared isomer or geometry (same formula, charge and spin) at 0.000 eV.

Atoms and positions in Å:
Ce 0.0533 0.2889 -0.0861
O -7.2670 0.5542 -1.6314
C -6.8454 0.2981 -0.4903
O -7.3999 0.1638 0.6131
C -5.3061 0.2090 -0.4131
C -4.5336 0.2855 -1.5587
C -3.1626 0.1634 -1.4724
N -2.5345 0.0391 -0.2899
C -3.2812 0.0151 0.8261
C -4.6599 0.0492 0.7970
C -2.5423 -0.0740 2.1021
C -3.1036 0.3503 3.2952
C -2.3571 0.2502 4.4558
C -1.0769 -0.2770 4.3941
C -0.5900 -0.6607 3.1637
N -1.2986 -0.5622 2.0343
C -2.3106 0.1382 -2.6855
C -2.8597 0.0572 -3.9584
C -2.0269 0.0524 -5.0606
C -0.6566 0.1213 -4.8732
C -0.1855 0.1836 -3.5818
N -0.9850 0.1840 -2.5092
H -5.0641 0.4412 -2.4868
H -5.2697 -0.0530 1.6847
H -4.0978 0.7727 3.3054
H -2.7691 0.5888 5.3973
H -0.4560 -0.3707 5.2735
H 0.4086 -1.0655 3.0599
H -3.9294 -0.0082 -4.0831
H -2.4463 -0.0030 -6.0563
H 0.0349 0.1308 -5.7040
H 0.8756 0.2524 -3.3903
O 1.3571 1.6736 -1.5297
S 0.4425 2.8437 -1.4194
O 0.2009 3.5161 -2.6433
O -0.7743 2.3456 -0.7217
C 1.2008 3.9949 -0.3037
C 1.5791 5.2065 -0.8556
C 2.1565 6.1804 -0.0510
C 2.3478 5.9497 1.2978
C 1.9770 4.7363 1.8630
C 1.4039 3.7565 1.0716
S 1.0388 2.2269 1.8891
O -0.3965 1.9429 1.7628
O 1.5313 2.3122 3.2159
O 1.7359 1.1846 1.0490
H 1.4027 5.3761 -1.9080
H 2.4537 7.1248 -0.4877
H 2.7912 6.7140 1.9217
H 2.1353 4.5319 2.9122
Br -0.4218 -8.6719 0.5586
C -0.2334 -6.7989 0.4108
C -1.0636 -6.1025 -0.4553
C -0.9135 -4.7297 -0.5669
C 0.0458 -4.0694 0.1943
C 0.8634 -4.7813 1.0637
C 0.7321 -6.1562 1.1714
C 0.2019 -2.6021 0.0754
O 0.8522 -1.9545 0.9469
O -0.3069 -1.9915 -0.9212
H -1.8134 -6.6267 -1.0313
H -1.5400 -4.1594 -1.2407
H 1.6002 -4.2531 1.6550
H 1.3665 -6.7237 1.8377
N 2.5180 -0.8140 -1.0996
C 3.7490 -0.5068 -0.4425
C 4.7233 0.2098 -1.1202
C 5.9096 0.5466 -0.4833
C 6.1308 0.1643 0.8306
C 5.1491 -0.5536 1.5040
C 3.9603 -0.8884 0.8756
H 2.2063 -1.7531 -0.8927
H 2.5785 -0.6706 -2.0983
H 4.5512 0.5134 -2.1476
H 6.6638 1.1048 -1.0226
H 7.0573 0.4209 1.3266
H 5.3062 -0.8511 2.5326
H 3.1865 -1.4332 1.4047

=====

DFT (wB97M-V/def2-TZVPD) results for a structure of composition C35H25EuN8O3S2.

The expectation value of S² is 15.760. As for the total charge: -1. The gap between HOMO and LUMO (spin up / spin down) comes out at 4.98 / 7.05 eV. As for the spin multiplicity: 8. The calculation puts the energy relative to the best compared isomer or geometry (same formula, charge and spin) at 0.580 eV.

Atoms and positions in Å:
Eu 0.7081 0.6101 -0.0282
S 2.8623 0.5749 4.5237
C 1.1727 0.6661 4.8978
C 0.5609 0.7088 6.1391
C -0.8131 0.8380 6.1786
C -1.5604 0.9082 5.0028
C -0.9548 0.8492 3.7659
C 0.4316 0.7287 3.7008
N 1.1828 0.6967 2.5585
C 2.4640 0.6354 2.8126
C 3.5077 0.6535 1.8076
C 4.8446 0.6971 2.2225
C 5.8590 0.7439 1.2919
C 5.5364 0.7488 -0.0585
C 4.2091 0.7079 -0.4613
C 3.1230 0.6609 0.4334
H 1.1486 0.6517 7.0426
H -1.3116 0.8961 7.1348
H -2.6329 1.0145 5.0730
H -1.5161 0.9093 2.8439
H 5.0702 0.7110 3.2824
H 6.8902 0.7835 1.6153
H 6.3313 0.7945 -0.7926
H 4.0053 0.7090 -1.5305
N 0.2823 1.2521 -2.7079
C -0.2358 0.1211 -3.3928
C -1.4604 -0.4193 -3.0065
C -1.9622 -1.5351 -3.6502
C -1.2689 -2.1116 -4.7027
C -0.0486 -1.5831 -5.0830
C 0.4679 -0.4775 -4.4315
H 1.1424 1.5796 -3.1473
H -0.3962 2.0140 -2.6884
H -2.0110 0.0370 -2.1948
H -2.9048 -1.9529 -3.3302
H -1.6687 -2.9717 -5.2193
H 0.5014 -2.0331 -5.8958
H 1.4311 -0.0867 -4.7220
N 0.6186 2.9181 -0.1202
C 0.5640 4.0903 -0.2386
N 0.6253 5.3188 -0.3845
C -0.2039 6.2520 -0.6921
N -0.8905 7.1290 -0.9893
N -3.9824 0.2828 0.5334
C -2.6616 0.0211 0.6354
N -1.9105 0.9232 0.0495
C -2.7962 1.8582 -0.4629
C -2.5758 3.0417 -1.1634
C -3.6759 3.7788 -1.5470
C -4.9780 3.3591 -1.2592
C -5.2221 2.1902 -0.5675
C -4.1164 1.4529 -0.1705
H -4.7236 -0.2803 0.9158
H -2.2990 -0.8731 1.1098
H -1.5734 3.3849 -1.3651
H -3.5311 4.7158 -2.0633
H -5.8082 3.9750 -1.5706
H -6.2251 1.8558 -0.3499
O -1.9471 -2.9704 0.9164
S -0.5248 -2.7970 1.0847
O -0.0875 -2.5720 2.4338
N 0.0075 -1.5651 0.1430
C 0.8846 -1.9857 -0.7582
O 1.4791 -1.2027 -1.5160
C 1.0920 -3.4556 -0.7629
C 1.8676 -4.1831 -1.6515
C 1.8715 -5.5656 -1.5369
C 1.1300 -6.2009 -0.5501
C 0.3808 -5.4667 0.3649
C 0.3746 -4.0958 0.2352
H 2.4379 -3.6661 -2.4080
H 2.4529 -6.1575 -2.2284
H 1.1391 -7.2793 -0.4917
H -0.1805 -5.9583 1.1451

=====

Which formula does entry 2 have?
C35H24BrClF6INO4PRuS2